(1)
This record from the OMol25 dataset describes a structure of composition C40H60IMoN6O4S2Si4. The level of theory is the ωB97M-V functional and the def2-TZVPD basis.

Geometry as ORCA input:
```
! wB97M-V def2-TZVPD RIJCOSX def2/J DEFGRID3
* xyz -1 3
I -1.74695 0.04201 -3.40148
Mo -0.87618 0.04130 -0.60564
S 2.55502 -1.86478 -3.55713
S 0.46941 -3.85968 -4.29191
Si 2.37751 0.00321 2.34610
Si -0.46738 -2.38751 2.70501
Si 0.05937 -0.23989 1.83688
Si -0.94379 1.20909 3.40592
O -4.26317 -2.34622 0.04040
O -1.73596 -1.84795 -0.49287
O -3.30733 5.79890 0.37046
O -3.01352 0.33883 -0.20494
N 0.38467 -2.45037 -2.07379
N -0.66939 -3.32622 -1.92123
N -6.02717 2.20071 0.18536
N 4.03937 1.05946 -2.05450
N 2.09748 1.25094 -0.67487
N -1.06718 2.13550 -0.30707
C -2.32975 -2.67903 2.75270
C 0.27859 -3.80909 1.69477
C 0.75221 -1.44289 -1.07776
C -2.53273 -5.27393 -1.33400
C -3.29287 2.61647 0.44771
C -4.95395 -4.55174 -0.22699
C -5.19662 1.27610 -0.21741
C -5.74710 0.12133 -0.98644
C -1.63823 -2.95465 -1.12298
C -2.72367 -3.94851 -0.93488
C 0.02707 2.55995 -1.06989
C 3.52420 -0.94737 1.17191
C 1.06018 -2.66825 -3.16275
C 2.98664 -3.06318 -4.85096
C -3.77533 4.93505 1.40685
C -2.82871 1.02194 3.32589
C -4.22018 3.59639 0.89069
C 1.70528 -3.44411 -5.55863
C 1.53166 1.35179 -2.74040
C 6.19378 2.90905 -2.49455
C -5.55236 3.31210 0.78831
C 1.59394 2.69633 -3.40099
C 2.70604 1.18838 -1.81192
C -0.54715 1.03050 5.25198
C 2.87004 -0.72569 4.03234
C 0.77529 1.32095 -1.36337
C -4.73854 -5.85281 -0.62253
C -0.43360 3.00487 3.03174
C -1.93534 2.96268 0.19522
C 4.96956 1.33950 -0.97819
C -3.95473 -3.58404 -0.37510
C 5.53929 2.74645 -1.12524
C -3.51839 -6.22540 -1.18269
C -3.76894 1.36012 0.01459
C 1.06738 3.79510 -2.85267
C 2.92506 1.80467 2.54495
C 5.19022 2.59565 -3.60131
C 0.09308 -2.74163 4.48298
C 4.57060 1.21354 -3.38996
C 0.18653 3.73547 -1.69430
H -1.00637 1.86732 5.78290
H -2.85367 -1.87360 3.26411
H -2.54900 -3.61143 3.27713
H 1.66449 -0.97261 -1.44508
H 1.15188 -2.96534 4.54324
H 1.32287 0.55040 -3.44667
H 2.60103 2.41741 1.71073
H 1.33129 -2.62078 -6.16619
H 4.44293 1.21585 -0.03600
H -1.57659 -5.53546 -1.76244
H -3.53241 -1.71210 -0.14369
H -0.45192 -3.61407 4.84823
H 3.42061 -0.62990 0.14144
H -5.14154 -0.05869 -1.87554
H -3.93781 5.73224 -0.35533
H 3.30473 -2.01380 1.21932
H -5.72489 -0.79220 -0.39950
H -6.77340 0.34928 -1.26659
H 3.84146 -0.31385 4.31689
H -3.15650 0.33274 4.10433
H -0.47486 4.57329 -1.51254
H 4.56528 -0.81498 1.47581
H 4.39408 3.34303 -3.58583
H -2.94155 4.83780 2.10484
H 3.77231 1.02397 -4.10772
H 5.66700 2.63762 -4.58372
H -0.08156 3.14343 2.01243
H -0.10434 -1.91631 5.15889
H 6.24824 2.95351 -0.32230
H -2.74783 -2.74708 1.75010
H 5.77700 0.59920 -1.02075
H 4.71456 3.45821 -1.02736
H -1.65387 4.01069 0.28022
H -5.52532 -6.58481 -0.49723
H -3.15916 0.61410 2.37456
H 6.58870 3.91917 -2.61634
H 1.35915 -3.71265 1.59459
H -3.34416 1.96998 3.48504
H 0.52131 1.05945 5.45453
H -0.94941 0.11298 5.67472
H 0.07512 -4.75664 2.19816
H -6.29708 4.01369 1.14505
H 2.16296 -0.49331 4.82412
H 1.18175 4.74767 -3.35308
H 5.34001 0.44551 -3.54574
H 0.38740 3.28670 3.69197
H -3.34357 -7.24618 -1.49222
H -4.60936 5.40648 1.94028
H -5.89346 -4.23904 0.20574
H 2.50735 2.21210 3.46561
H 3.70211 -2.58074 -5.51500
H 4.01327 1.86524 2.63118
H 2.97494 -1.80617 3.98971
H 1.00298 -1.99534 -0.16961
H -0.14306 -3.87180 0.69427
H 7.04468 2.22231 -2.57169
H 2.12380 2.76987 -4.34299
H 1.84359 -4.32294 -6.18723
H 3.45236 -3.93392 -4.38667
H -1.25190 3.70503 3.21346
*
```

Its expectation value of S² is 2.04. The value obtained for the highest occupied orbital energy (alpha / beta) is -4.517 / -4.676 eV. The value obtained for the energy relative to the best compared isomer or geometry (same formula, charge and spin) is 0.551 eV. As for the electronic energy: -122726.3921 eV. The HOMO-LUMO gap (alpha / beta) comes out at 6.246 / 6.304 eV.

Mulliken atomic charge list, values in e, 99 entries:
1 I -0.35
2 Mo -1.71
3 S 0.14
4 S -0.03
5 Si 0.90
6 Si 0.74
7 Si 1.20
8 Si 0.73
9 O -0.51
10 O 0.60
11 O -0.56
12 O 0.31
13 N 1.24
14 N -1.14
15 N -0.71
16 N 0.67
17 N -0.02
18 N 0.53
19 C -1.21
20 C -1.07
21 C 0.61
22 C -0.70
23 C 0.66
24 C -0.93
25 C 0.16
26 C -1.05
27 C -0.41
28 C 0.27
29 C -0.02
30 C -0.83
31 C 0.61
32 C -0.66
33 C -0.85
34 C -0.87
35 C 0.59
36 C -0.59
37 C 0.94
38 C -0.89
39 C -0.77
40 C -1.31
41 C -1.75
42 C -1.31
43 C -1.30
44 C 1.37
45 C -0.34
46 C -0.99
47 C -0.95
48 C -0.10
49 C 0.90
50 C -0.66
51 C -0.90
52 C -0.60
53 C -1.10
54 C -1.35
55 C -0.69
56 C -1.24
57 C -0.90
58 C -0.75
59 H 0.39
60 H 0.16
61 H 0.50
62 H -0.89
63 H 0.33
64 H 0.45
65 H 0.17
66 H 0.31
67 H -0.40
68 H 0.45
69 H 0.16
70 H 0.37
71 H -0.18
72 H 0.25
73 H 0.39
74 H 0.38
75 H 0.09
76 H 0.45
77 H 0.39
78 H 0.56
79 H 0.48
80 H 0.49
81 H 0.26
82 H 0.08
83 H 0.54
84 H 0.44
85 H 0.03
86 H 0.23
87 H 0.43
88 H 0.32
89 H 0.38
90 H 0.28
91 H 0.56
92 H 0.39
93 H -0.18
94 H 0.44
95 H 0.28
96 H 0.38
97 H 0.26
98 H 0.33
99 H 0.47



(2)
This record from the OMol25 dataset describes a structure of composition C12H26F6N3O7PtS2 in a non-equilibrium geometry. The level of theory is the ωB97M-V functional and the def2-TZVPD basis.

Geometry as ORCA input:
```
! wB97M-V def2-TZVPD RIJCOSX def2/J DEFGRID3
* xyz 1 3
Pt -26.90393 -27.77182 13.96837
S -27.47221 -28.63144 17.18354
S -24.86765 -27.92336 16.56528
F -23.81557 -25.98313 17.92608
F -27.94795 -30.71280 15.68599
F -28.29770 -31.01162 17.80792
F -26.25873 -30.92652 17.04114
F -24.81417 -25.35327 16.11370
F -25.96291 -25.89957 17.85828
O -28.76525 -28.14991 16.84643
O -25.33384 -26.26676 13.47514
O -25.85877 -29.81968 13.43387
O -29.14775 -28.36703 14.15578
O -24.04076 -27.88559 15.39075
O -27.01495 -28.40811 18.49768
O -24.40676 -28.74720 17.62550
N -27.35217 -28.04267 11.73073
N -26.39226 -28.15534 16.00966
N -28.11170 -25.85870 13.71550
C -27.16169 -29.70701 9.90886
C -27.49904 -30.45786 16.93160
C -24.90548 -30.68221 14.07325
C -27.13254 -24.76565 13.98999
C -24.86700 -26.17940 17.17846
C -25.80241 -29.97759 12.01200
C -29.98669 -27.25371 14.33241
C -24.06430 -26.49547 12.82387
C -29.16124 -26.03613 14.75412
C -27.10618 -29.46850 11.41042
C -29.89503 -29.49470 13.68960
C -25.86558 -24.99507 13.17812
H -30.70269 -29.71160 14.39584
H -30.75437 -27.45209 15.08436
H -26.89101 -24.79000 15.05274
H -28.29054 -27.81029 11.40158
H -30.51709 -26.96383 13.41102
H -26.79484 -27.47205 11.08953
H -30.37566 -29.28621 12.72693
H -23.90371 -30.42121 13.70996
H -28.66213 -25.55465 12.91240
H -29.24133 -30.35588 13.64339
H -26.50341 -29.06626 9.31906
H -26.05919 -24.84801 12.10704
H -23.34448 -25.77089 13.19903
H -25.11578 -31.73359 13.88534
H -28.73822 -26.14245 15.75009
H -24.93770 -29.40359 11.64583
H -28.17331 -29.53153 9.52878
H -24.15707 -26.40082 11.73772
H -24.86700 -30.47186 15.13556
H -27.54903 -23.78127 13.76588
H -29.81765 -25.15928 14.82301
H -25.13853 -24.22842 13.46725
H -27.86514 -30.09458 11.88175
H -23.78372 -27.50584 13.09686
H -26.95129 -30.75027 9.66382
H -25.67070 -31.02747 11.75328
*
```

Its expectation value of S² is 2.00. The value obtained for the highest occupied orbital energy (alpha / beta) is -11.558 / -12.864 eV. The value obtained for the energy relative to the best compared isomer or geometry (same formula, charge and spin) is 0.000 eV. As for the electronic energy: -72881.0521 eV. The HOMO-LUMO gap (alpha / beta) comes out at 8.600 / 9.346 eV.

From a natural (NBO) analysis of the wavefunction, the atomic charges in e read:
1 Pt 1.28
2 S 2.25
3 S 2.23
4 F -0.28
5 F -0.33
6 F -0.28
7 F -0.30
8 F -0.33
9 F -0.30
10 O -0.94
11 O -0.57
12 O -0.58
13 O -0.57
14 O -0.96
15 O -0.88
16 O -0.87
17 N -0.83
18 N -1.30
19 N -0.64
20 C -0.63
21 C 0.73
22 C -0.25
23 C -0.25
24 C 0.73
25 C -0.07
26 C -0.07
27 C -0.25
28 C -0.26
29 C -0.08
30 C -0.25
31 C -0.08
32 H 0.21
33 H 0.22
34 H 0.23
35 H 0.39
36 H 0.17
37 H 0.39
38 H 0.18
39 H 0.19
40 H 0.38
41 H 0.21
42 H 0.22
43 H 0.18
44 H 0.21
45 H 0.19
46 H 0.25
47 H 0.18
48 H 0.22
49 H 0.17
50 H 0.22
51 H 0.22
52 H 0.21
53 H 0.21
54 H 0.21
55 H 0.23
56 H 0.24
57 H 0.21



(3)
This record from the OMol25 dataset describes a structure of composition H2N5O in a non-equilibrium geometry. The level of theory is the ωB97M-V functional and the def2-TZVPD basis.

Geometry as ORCA input:
```
! wB97M-V def2-TZVPD RIJCOSX def2/J DEFGRID3
* xyz 1 1
O -3.54593 -0.21563 0.10670
N 2.25701 -0.87327 0.07342
N -1.41598 0.41547 0.12371
N 1.58359 0.03585 -0.01363
N -2.50625 0.16506 0.14426
N 0.85080 0.91595 -0.06727
H -0.19628 0.92234 0.08220
H 2.97302 -1.36578 -0.44939
*
```

The value obtained for the highest occupied orbital energy is -16.824 eV. The value obtained for the energy relative to the best compared isomer or geometry (same formula, charge and spin) is 2.160 eV. As for the electronic energy: -9516.9091 eV. The HOMO-LUMO gap comes out at 11.769 eV.

From a natural (NBO) analysis of the wavefunction, the atomic charges in e read:
1 O -0.16
2 N -0.29
3 N -0.23
4 N 0.43
5 N 0.58
6 N -0.22
7 H 0.41
8 H 0.48



(4)
This record from the OMol25 dataset describes the molecule C4H7NO. The level of theory is the ωB97M-V functional and the def2-TZVPD basis.

Geometry as ORCA input:
```
! wB97M-V def2-TZVPD RIJCOSX def2/J DEFGRID3
* xyz 0 1
O -1.46092 -1.68249 0.61465
N 0.58275 0.71324 -0.66538
C -1.42780 -0.87200 -0.40716
C -0.19026 1.66129 0.13845
C -0.00946 -0.60224 -0.85173
C 1.14404 -0.40926 0.07139
H -1.09073 1.21792 0.58740
H 2.14505 -0.71346 -0.22746
H 0.43976 2.05072 0.94340
H 0.16928 -1.03502 -1.83998
H -0.56573 -1.94416 0.93663
H -0.50865 2.49772 -0.49259
H 0.95913 -0.42534 1.14800
*
```

The value obtained for the highest occupied orbital energy is -8.791 eV. The value obtained for the energy relative to the best compared isomer or geometry (same formula, charge and spin) is 4.826 eV. As for the electronic energy: -7794.8188 eV. The HOMO-LUMO gap comes out at 9.488 eV.

From a natural (NBO) analysis of the wavefunction, the atomic charges in e read:
1 O -0.63
2 N -0.37
3 C 0.30
4 C -0.43
5 C -0.26
6 C -0.30
7 H 0.18
8 H 0.21
9 H 0.20
10 H 0.23
11 H 0.46
12 H 0.21
13 H 0.18



(5)
This record from the OMol25 dataset describes the molecule O3S2 in a non-equilibrium geometry. The level of theory is the ωB97M-V functional and the def2-TZVPD basis.

Geometry as ORCA input:
```
! wB97M-V def2-TZVPD RIJCOSX def2/J DEFGRID3
* xyz 0 3
S 1.54444 0.01201 -0.37192
S -1.55356 -0.06973 0.28344
O -2.39564 -1.21741 -0.17975
O 0.03334 0.24021 0.09955
O 2.37142 1.03491 0.16868
*
```

Its expectation value of S² is 2.01. The value obtained for the highest occupied orbital energy (alpha / beta) is -8.359 / -11.554 eV. The value obtained for the energy relative to the best compared isomer or geometry (same formula, charge and spin) is 1.408 eV. As for the electronic energy: -27809.4561 eV. The HOMO-LUMO gap (alpha / beta) comes out at 8.364 / 9.650 eV.

From a natural (NBO) analysis of the wavefunction, the atomic charges in e read:
1 S 1.28
2 S 1.23
3 O -0.74
4 O -0.97
5 O -0.80